2 unconnected molecules or ions with the total composition C4H4S in a non-equilibrium geometry, computed with ωB97M-V/def2-TZVPD.

Each atom is followed by the atoms it is bonded to, with distances in Å.
Atoms and positions in Å:
1 C 0.55 -0.55 -0.64  C3 1.201, H6 1.006
2 C -1.01 1.43 -0.60  C4 1.224, H7 1.021
3 C 0.39 -1.33 0.26  C1 1.201, S5 1.727
4 C -0.47 2.23 0.14  C2 1.224, H8 1.039
5 S 0.29 -2.48 1.55  C3 1.727, H9 1.274
6 H 0.53 0.18 -1.32  C1 1.006
7 H -1.78 1.20 -1.24  C2 1.021
8 H 0.29 2.59 0.75  C4 1.039
9 H 1.20 -3.26 1.10  S5 1.274

The HOMO-LUMO gap comes out at 9.89 eV. The value obtained for the HOMO energy is -9.12 eV. The value obtained for the lowest unoccupied orbital energy is 0.8 eV. The energy above the lowest of the compared OMol25 structures with the same formula, charge and spin is 5.071 eV.

Quick look at the Mulliken charges, all values in e: -0.001 -0.735 -0.443 -0.113 -0.223 0.591 0.438 0.373 0.112

A gas-phase ion, C10H15N3PS (charge +1) in a non-equilibrium geometry, computed with ωB97M-V/def2-TZVPD.

Each atom is followed by the atoms it is bonded to, with distances in Å.
Atoms and positions in Å:
1 C 0.86 -0.31 4.19  C2 1.385, C3 1.385, H16 1.077
2 C 1.61 0.35 3.23  C1 1.385, C4 1.341, H17 1.088
3 C -0.16 -1.17 3.82  C1 1.385, C5 1.365, H18 1.086
4 C 1.35 0.18 1.93  C2 1.341, C6 1.446, H19 1.109
5 C -0.54 -1.30 2.52  C3 1.365, C6 1.385, H20 1.058
6 C 0.21 -0.63 1.57  C4 1.446, C5 1.385, C7 1.427
7 C -0.02 -0.57 0.16  C6 1.427, N11 1.299, N13 1.393
8 C -1.27 3.02 -2.35  C10 1.535, H21 1.097, H22 1.032, H23 1.173
9 C 0.27 -2.34 -2.42  N12 1.503, H24 1.091, H25 1.033, H26 1.147
10 C -0.35 1.94 -1.76  C8 1.535, P14 1.810, H27 1.125, H28 1.126
11 N -1.21 -0.41 -0.32  C7 1.299, P14 2.199, H29 1.025
12 N 0.59 -0.89 -2.16  C9 1.503, N13 1.418, P14 1.737
13 N 0.97 -0.71 -0.81  C7 1.393, N12 1.418, H30 1.034
14 P -0.69 0.27 -2.35  C10 1.810, N11 2.199, N12 1.737, S15 1.950
15 S -1.72 0.16 -4.00  P14 1.950
16 H 0.95 -0.09 5.25  C1 1.077
17 H 2.45 0.94 3.59  C2 1.088
18 H -0.63 -1.86 4.52  C3 1.086
19 H 2.01 0.56 1.12  C4 1.109
20 H -1.00 -2.11 2.02  C5 1.058
21 H -2.28 2.80 -1.99  C8 1.097
22 H -1.02 3.98 -2.05  C8 1.032
23 H -1.34 3.06 -3.52  C8 1.173
24 H -0.76 -2.47 -2.08  C9 1.091
25 H 0.35 -2.58 -3.42  C9 1.033
26 H 0.97 -2.98 -1.78  C9 1.147
27 H -0.30 1.99 -0.63  C10 1.125
28 H 0.70 2.23 -2.06  C10 1.126
29 H -1.95 -0.06 0.31  N11 1.025
30 H 1.94 -0.98 -0.55  N13 1.034

The HOMO-LUMO gap comes out at 9.21 eV. The value obtained for the HOMO energy is -13.08 eV. The total charge is +1. The value obtained for the lowest unoccupied orbital energy is -3.9 eV. The energy above the lowest of the compared OMol25 structures with the same formula, charge and spin is 0.478 eV.

Quick look at the Mulliken charges, all values in e: -0.395 -0.688 -0.646 -0.486 -0.287 0.507 0.794 -1.349 -0.875 -0.127 -0.538 -0.215 -0.149 0.466 -0.254 0.418 0.384 0.392 0.339 0.439 0.373 0.443 0.291 0.385 0.335 0.291 0.276 0.321 0.292 0.263

14 unconnected molecules or ions with the total composition C56H154N14O14 in a non-equilibrium geometry, computed with ωB97M-V/def2-TZVPD.

Each atom is followed by the atoms it is bonded to, with distances in Å.
Atoms and positions in Å:
1 C -0.02 -7.54 2.26  C2 1.533, H7 1.094, H8 1.091, H9 1.084
2 C -0.21 -6.84 0.91  C1 1.533, C3 1.523, N6 1.473, H10 1.094
3 C -0.26 -5.32 1.07  C2 1.523, O4 1.424, H11 1.096, H12 1.097
4 O -1.43 -4.92 1.78  C3 1.424, C5 1.421
5 C -1.13 -4.22 2.98  O4 1.421, H13 1.090, H14 1.098, H15 1.084
6 N 0.84 -7.26 -0.03  C2 1.473, H16 1.013, H17 1.010
7 H -0.91 -7.26 2.83  C1 1.094
8 H 0.85 -7.12 2.76  C1 1.091
9 H 0.03 -8.61 2.13  C1 1.084
10 H -1.14 -7.18 0.44  C2 1.094
11 H -0.34 -4.86 0.08  C3 1.096
12 H 0.66 -5.00 1.57  C3 1.097
13 H -0.43 -3.40 2.81  C5 1.090
14 H -0.63 -4.96 3.63  C5 1.098
15 H -2.03 -3.85 3.45  C5 1.084
16 H 1.75 -6.92 0.26  N6 1.013
17 H 0.66 -6.98 -0.98  N6 1.010
18 C 0.15 -1.43 1.14  C19 1.516, H24 1.094, H25 1.091, H26 1.097
19 C 0.27 -0.51 -0.06  C18 1.516, C20 1.507, N23 1.483, H27 1.098
20 C -1.08 -0.09 -0.57  C19 1.507, O21 1.408, H28 1.100, H29 1.096
21 O -0.97 1.06 -1.36  C20 1.408, C22 1.419
22 C -2.26 1.58 -1.65  O21 1.419, H30 1.094, H31 1.095, H32 1.090
23 N 1.10 0.62 0.43  C19 1.483, H33 1.017, H34 1.012
24 H -0.49 -1.02 1.92  C18 1.094
25 H 1.12 -1.60 1.61  C18 1.091
26 H -0.25 -2.41 0.86  C18 1.097
27 H 0.83 -0.92 -0.91  C19 1.098
28 H -1.71 0.08 0.32  C20 1.100
29 H -1.49 -0.91 -1.18  C20 1.096
30 H -2.75 1.95 -0.75  C22 1.094
31 H -2.82 0.77 -2.13  C22 1.095
32 H -2.19 2.40 -2.36  C22 1.090
33 H 0.99 1.38 -0.23  N23 1.017
34 H 2.07 0.35 0.44  N23 1.012
35 C -2.38 3.89 1.77  C36 1.528, H41 1.091, H42 1.095, H43 1.098
36 C -0.93 3.52 1.46  C35 1.528, C37 1.511, N40 1.452, H44 1.099
37 C 0.00 4.69 1.69  C36 1.511, O38 1.415, H45 1.100, H46 1.095
38 O -0.37 5.81 0.92  C37 1.415, C39 1.389
39 C -0.43 7.01 1.62  O38 1.389, H47 1.095, H48 1.101, H49 1.098
40 N -0.50 2.37 2.24  C36 1.452, H50 1.019, H51 1.006
41 H -3.12 3.16 1.46  C35 1.091
42 H -2.63 4.83 1.27  C35 1.095
43 H -2.53 4.09 2.84  C35 1.098
44 H -0.96 3.22 0.40  C36 1.099
45 H 1.01 4.38 1.38  C37 1.100
46 H 0.06 4.93 2.76  C37 1.095
47 H -1.09 7.71 1.10  C39 1.095
48 H 0.53 7.55 1.72  C39 1.101
49 H -0.85 6.90 2.62  C39 1.098
50 H -0.06 1.63 1.70  N40 1.019
51 H -1.15 2.04 2.94  N40 1.006
52 C -3.22 -2.30 -3.50  C53 1.552, H58 1.090, H59 1.092, H60 1.092
53 C -4.63 -2.79 -3.90  C52 1.552, C54 1.509, N57 1.465, H61 1.094
54 C -5.10 -2.19 -5.20  C53 1.509, O55 1.417, H62 1.098, H63 1.097
55 O -4.23 -2.62 -6.24  C54 1.417, C56 1.404
56 C -4.79 -2.40 -7.51  O55 1.404, H64 1.097, H65 1.089, H66 1.098
57 N -4.68 -4.25 -3.95  C53 1.465, H67 1.011, H68 1.014
58 H -3.06 -1.26 -3.79  C52 1.090
59 H -2.46 -2.91 -4.00  C52 1.092
60 H -3.12 -2.44 -2.42  C52 1.092
61 H -5.25 -2.46 -3.06  C53 1.094
62 H -5.05 -1.09 -5.11  C54 1.098
63 H -6.14 -2.47 -5.39  C54 1.097
64 H -5.64 -3.05 -7.72  C56 1.097
65 H -4.01 -2.59 -8.24  C56 1.089
66 H -5.14 -1.37 -7.62  C56 1.098
67 H -4.14 -4.64 -3.19  N57 1.011
68 H -4.27 -4.54 -4.84  N57 1.014
69 C 3.15 0.31 -4.77  C70 1.534, H75 1.089, H76 1.092, H77 1.096
70 C 2.67 -0.41 -3.50  C69 1.534, C71 1.502, N74 1.460, H78 1.093
71 C 3.77 -1.24 -2.90  C70 1.502, O72 1.407, H79 1.107, H80 1.104
72 O 4.21 -2.22 -3.81  C71 1.407, C73 1.403
73 C 5.11 -3.13 -3.23  O72 1.403, H81 1.097, H82 1.098, H83 1.088
74 N 2.22 0.54 -2.48  C70 1.460, H84 1.007, H85 1.008
75 H 2.40 1.04 -5.05  C69 1.089
76 H 3.34 -0.44 -5.54  C69 1.092
77 H 4.10 0.85 -4.62  C69 1.096
78 H 1.76 -0.94 -3.79  C70 1.093
79 H 3.42 -1.84 -2.03  C71 1.107
80 H 4.51 -0.53 -2.49  C71 1.104
81 H 4.67 -3.61 -2.35  C73 1.097
82 H 6.05 -2.63 -2.97  C73 1.098
83 H 5.35 -3.86 -4.00  C73 1.088
84 H 1.29 0.91 -2.60  N74 1.007
85 H 2.91 1.25 -2.30  N74 1.008
86 C 0.71 -4.51 7.70  C87 1.522, H92 1.094, H93 1.089, H94 1.092
87 C 1.06 -3.20 7.00  C86 1.522, C88 1.523, N91 1.478, H95 1.100
88 C -0.12 -2.63 6.22  C87 1.523, O89 1.416, H96 1.100, H97 1.093
89 O 0.20 -2.07 4.96  C88 1.416, C90 1.413
90 C 0.87 -0.83 5.10  O89 1.413, H98 1.097, H99 1.093, H100 1.088
91 N 1.58 -2.24 8.01  C87 1.478, H101 1.007, H102 1.009
92 H 1.61 -4.85 8.22  C86 1.094
93 H 0.43 -5.25 6.96  C86 1.089
94 H -0.04 -4.41 8.48  C86 1.092
95 H 1.87 -3.42 6.30  C87 1.100
96 H -0.65 -1.88 6.83  C88 1.100
97 H -0.86 -3.41 6.03  C88 1.093
98 H 1.77 -0.97 5.71  C90 1.097
99 H 0.21 -0.12 5.61  C90 1.093
100 H 1.25 -0.52 4.13  C90 1.088
101 H 2.18 -1.56 7.57  N91 1.007
102 H 2.05 -2.73 8.76  N91 1.009
103 C 2.89 5.61 -2.19  C104 1.506, H109 1.092, H110 1.097, H111 1.087
104 C 3.69 4.41 -2.60  C103 1.506, C105 1.511, N108 1.481, H112 1.101
105 C 4.12 3.53 -1.45  C104 1.511, O106 1.426, H113 1.095, H114 1.096
106 O 5.01 2.50 -1.85  C105 1.426, C107 1.429
107 C 6.31 2.96 -2.21  O106 1.429, H115 1.087, H116 1.088, H117 1.093
108 N 2.91 3.54 -3.52  C104 1.481, H118 1.010, H119 1.008
109 H 3.35 6.11 -1.33  C103 1.092
110 H 1.92 5.27 -1.81  C103 1.097
111 H 2.68 6.28 -3.02  C103 1.087
112 H 4.60 4.75 -3.13  C104 1.101
113 H 3.22 3.00 -1.11  C105 1.095
114 H 4.56 4.06 -0.59  C105 1.096
115 H 6.32 3.37 -3.22  C107 1.087
116 H 6.93 2.06 -2.14  C107 1.088
117 H 6.66 3.66 -1.45  C107 1.093
118 H 3.49 2.73 -3.67  N108 1.010
119 H 2.59 4.02 -4.35  N108 1.008
120 C -6.12 2.05 -6.78  C121 1.538, H126 1.092, H127 1.097, H128 1.091
121 C -6.40 3.51 -6.36  C120 1.538, C122 1.514, N125 1.491, H129 1.091
122 C -5.14 4.34 -6.27  C121 1.514, O123 1.419, H130 1.095, H131 1.097
123 O -4.29 3.97 -5.19  C122 1.419, C124 1.415
124 C -4.71 4.51 -3.95  O123 1.415, H132 1.093, H133 1.089, H134 1.097
125 N -7.29 4.18 -7.35  C121 1.491, H135 1.012, H136 1.011
126 H -7.03 1.58 -7.14  C120 1.092
127 H -5.87 1.42 -5.92  C120 1.097
128 H -5.29 1.97 -7.49  C120 1.091
129 H -6.90 3.43 -5.39  C121 1.091
130 H -5.37 5.41 -6.26  C122 1.095
131 H -4.51 4.20 -7.16  C122 1.097
132 H -4.80 5.60 -3.97  C124 1.093
133 H -3.98 4.18 -3.21  C124 1.089
134 H -5.69 4.10 -3.66  C124 1.097
135 H -7.04 3.84 -8.27  N125 1.012
136 H -8.24 3.92 -7.13  N125 1.011
137 C 4.24 -5.64 6.97  C138 1.510, H143 1.088, H144 1.089, H145 1.101
138 C 5.43 -5.10 6.21  C137 1.510, C139 1.506, N142 1.468, H146 1.097
139 C 5.17 -3.74 5.61  C138 1.506, O140 1.420, H147 1.102, H148 1.097
140 O 4.13 -3.87 4.65  C139 1.420, C141 1.426
141 C 3.95 -2.68 3.88  O140 1.426, H149 1.083, H150 1.102, H151 1.098
142 N 6.55 -4.92 7.14  C138 1.468, H152 1.010, H153 1.010
143 H 3.91 -5.00 7.80  C137 1.088
144 H 4.33 -6.70 7.18  C137 1.089
145 H 3.39 -5.60 6.27  C137 1.101
146 H 5.66 -5.79 5.39  C138 1.097
147 H 6.06 -3.41 5.05  C139 1.102
148 H 4.88 -3.00 6.36  C139 1.097
149 H 3.05 -2.78 3.29  C141 1.083
150 H 4.86 -2.66 3.26  C141 1.102
151 H 4.03 -1.77 4.49  C141 1.098
152 H 6.76 -5.76 7.66  N142 1.010
153 H 7.39 -4.56 6.71  N142 1.010
154 C -7.10 2.23 -0.76  C155 1.513, H160 1.100, H161 1.094, H162 1.086
155 C -6.55 0.95 -0.17  C154 1.513, C156 1.528, N159 1.452, H163 1.094
156 C -6.17 -0.04 -1.27  C155 1.528, O157 1.419, H164 1.103, H165 1.093
157 O -7.25 -0.35 -2.13  C156 1.419, C158 1.398
158 C -8.22 -1.18 -1.56  O157 1.398, H166 1.100, H167 1.088, H168 1.100
159 N -5.45 1.29 0.71  C155 1.452, H169 1.012, H170 1.012
160 H -6.36 2.70 -1.43  C154 1.100
161 H -7.22 2.96 0.04  C154 1.094
162 H -8.03 2.15 -1.32  C154 1.086
163 H -7.32 0.51 0.47  C155 1.094
164 H -5.84 -1.00 -0.85  C156 1.103
165 H -5.35 0.33 -1.90  C156 1.093
166 H -7.81 -2.15 -1.24  C158 1.100
167 H -9.02 -1.35 -2.26  C158 1.088
168 H -8.68 -0.72 -0.67  C158 1.100
169 H -4.80 1.96 0.31  N159 1.012
170 H -4.90 0.54 1.12  N159 1.012
171 C -3.60 -0.74 3.46  C172 1.520, H177 1.092, H178 1.095, H179 1.088
172 C -4.12 -1.92 2.64  C171 1.520, C173 1.532, N176 1.451, H180 1.099
173 C -5.65 -2.01 2.65  C172 1.532, O174 1.398, H181 1.100, H182 1.095
174 O -6.10 -2.31 3.93  C173 1.398, C175 1.411
175 C -6.33 -3.69 4.13  O174 1.411, H183 1.089, H184 1.097, H185 1.094
176 N -3.60 -1.75 1.30  C172 1.451, H186 1.013, H187 1.011
177 H -3.66 0.19 2.89  C171 1.092
178 H -2.53 -0.89 3.65  C171 1.095
179 H -4.15 -0.66 4.39  C171 1.088
180 H -3.76 -2.87 3.05  C172 1.099
181 H -5.90 -2.76 1.88  C173 1.100
182 H -6.04 -1.06 2.28  C173 1.095
183 H -6.61 -3.88 5.16  C175 1.089
184 H -5.41 -4.28 3.96  C175 1.097
185 H -7.13 -4.04 3.47  C175 1.094
186 H -3.70 -2.50 0.62  N176 1.013
187 H -2.61 -1.55 1.29  N176 1.011
188 C -2.12 1.04 -7.31  C189 1.503, H194 1.093, H195 1.099, H196 1.085
189 C -1.72 1.25 -5.88  C188 1.503, C190 1.526, N193 1.466, H197 1.101
190 C -0.73 2.39 -5.65  C189 1.526, O191 1.421, H198 1.097, H199 1.102
191 O 0.44 2.16 -6.43  C190 1.421, C192 1.401
192 C 1.23 3.31 -6.52  O191 1.401, H200 1.099, H201 1.100, H202 1.089
193 N -2.90 1.39 -5.02  C189 1.466, H203 1.010, H204 1.021
194 H -1.28 1.26 -7.97  C188 1.093
195 H -2.86 1.78 -7.65  C188 1.099
196 H -2.50 0.04 -7.48  C188 1.085
197 H -1.15 0.37 -5.56  C189 1.101
198 H -0.42 2.46 -4.60  C190 1.097
199 H -1.16 3.35 -5.96  C190 1.102
200 H 1.19 3.91 -5.60  C192 1.099
201 H 0.89 4.00 -7.31  C192 1.100
202 H 2.26 3.02 -6.73  C192 1.089
203 H -2.61 1.61 -4.07  N193 1.010
204 H -3.46 2.18 -5.34  N193 1.021
205 C 5.01 -0.47 0.74  C206 1.521, H211 1.093, H212 1.091, H213 1.091
206 C 6.37 -1.16 0.72  C205 1.521, C207 1.510, N210 1.479, H214 1.096
207 C 7.22 -0.83 1.93  C206 1.510, O208 1.414, H215 1.099, H216 1.099
208 O 7.70 0.49 1.81  C207 1.414, C209 1.418
209 C 8.71 0.78 2.77  O208 1.418, H217 1.094, H218 1.092, H219 1.092
210 N 6.09 -2.61 0.72  C206 1.479, H220 1.016, H221 1.017
211 H 4.52 -0.69 -0.21  C205 1.093
212 H 5.07 0.62 0.77  C205 1.091
213 H 4.41 -0.84 1.58  C205 1.091
214 H 6.90 -0.90 -0.21  C206 1.096
215 H 8.05 -1.55 1.98  C207 1.099
216 H 6.63 -0.93 2.85  C207 1.099
217 H 8.67 0.11 3.63  C209 1.094
218 H 8.53 1.78 3.17  C209 1.092
219 H 9.69 0.76 2.30  C209 1.092
220 H 6.70 -3.17 0.15  N210 1.016
221 H 5.20 -2.77 0.25  N210 1.017
222 C 3.92 5.36 5.26  C223 1.523, H228 1.091, H229 1.093, H230 1.092
223 C 4.97 5.02 4.20  C222 1.523, C224 1.511, N227 1.495, H231 1.089
224 C 4.32 4.27 3.06  C223 1.511, O225 1.427, H232 1.099, H233 1.100
225 O 3.94 2.97 3.51  C224 1.427, C226 1.392
226 C 3.13 2.33 2.57  O225 1.392, H234 1.099, H235 1.094, H236 1.104
227 N 5.55 6.25 3.59  C223 1.495, H237 1.019, H238 1.015
228 H 4.31 6.02 6.03  C222 1.091
229 H 3.60 4.44 5.75  C222 1.093
230 H 3.04 5.81 4.80  C222 1.092
231 H 5.80 4.44 4.61  C223 1.089
232 H 5.03 4.11 2.23  C224 1.099
233 H 3.47 4.82 2.63  C224 1.100
234 H 2.06 2.55 2.61  C226 1.099
235 H 3.17 1.24 2.70  C226 1.094
236 H 3.39 2.52 1.52  C226 1.104
237 H 4.75 6.83 3.35  N227 1.019
238 H 6.05 6.77 4.30  N227 1.015

The HOMO-LUMO gap comes out at 8.98 eV. The value obtained for the HOMO energy is -8.53 eV. The value obtained for the lowest unoccupied orbital energy is 0.5 eV. The energy above the lowest of the compared OMol25 structures with the same formula, charge and spin is 2.097 eV.

Here are the Mulliken charges for atoms 1 to 99, given in e: -1.344 0.298 -0.379 -0.367 -0.563 -0.701 0.301 0.224 0.411 0.386 0.258 0.113 0.292 0.586 -0.113 0.242 0.263 -0.836 1.108 -0.953 -0.302 0.224 0.719 -0.025 0.296 0.270 0.012 0.421 0.259 -0.639 0.046 0.306 0.071 -0.887 -1.996 2.138 -0.844 -0.357 -0.820 -0.099 0.376 0.335 0.517 -0.632 -0.075 0.547 0.266 0.286 0.363 -0.271 0.172 -0.590 1.093 -0.341 -0.333 -0.752 -0.828 -0.236 0.398 0.052 -0.303 -0.080 0.567 0.367 0.255 0.187 0.245 0.316 -1.551 0.331 -0.359 -0.432 -0.644 1.711 0.153 0.546 0.175 0.597 0.127 0.163 0.240 0.259 0.306 -0.410 -0.891 -1.874 1.783 -1.291 0.556 -0.521 -0.693 0.436 0.351 0.406 -0.445 0.376 0.291 -0.069 0.389